Entry from the Open Molecules 2025 dataset: a 3-piece molecular cluster, C2H10O2S2 overall (the ωB97M-V functional and the def2-TZVPD basis).

```
! RIJCOSX wB97M-V def2-TZVPD def2/J DEFGRID3
* xyz 0 1
C 1.734 -2.062 -1.385
C 1.083 -1.314 -2.513
S -0.276 -0.310 -1.844
S -0.852 0.788 -3.494
H 2.091 -1.384 -0.605
H 2.598 -2.631 -1.738
H 1.079 -2.773 -0.894
H 0.623 -1.979 -3.256
H 1.768 -0.656 -3.021
H -0.227 1.904 -3.119
H -2.040 4.328 -0.548
H -2.555 4.130 0.862
O -1.776 3.977 0.317
H -1.350 -1.401 7.218
H -0.938 -0.072 6.590
O -0.964 -0.545 7.430
*
```

The calculation puts the HOMO energy at -8.94 eV. The value obtained for the energy above the lowest of the compared OMol25 structures with the same formula, charge and spin is 53.4 kJ/mol. For the energy, the calculation gives -1029.03857 Ha. As for the strongest force on any atom: 0.90 eV Å⁻¹. For the gap between HOMO and LUMO, the calculation gives 9.46 eV. Its structure (SMILES) is CCSS.O.O. The LUMO energy is 0.0193 Eh.

Löwdin population analysis, charges in e, atoms 1 to 6: -0.197, -0.636, 0.403, 0.305, 0.070, 0.075

Entry from the Open Molecules 2025 dataset: a 2-piece molecular cluster, C3H3I2N overall (the ωB97M-V functional and the def2-TZVPD basis).

```
! RIJCOSX wB97M-V def2-TZVPD def2/J DEFGRID3
* xyz 0 1
C -0.637 -1.729 0.262
C -0.345 0.645 -0.532
C 0.012 -0.520 0.175
N -0.976 -2.849 0.412
I -2.326 1.569 0.446
I 3.634 1.422 0.497
H 0.394 1.349 -0.489
H -0.775 0.530 -1.570
H 1.019 -0.417 0.799
*
```

The calculation puts the HOMO energy (alpha / beta) at -9.75 / -9.03 eV. The value obtained for the energy above the lowest of the compared OMol25 structures with the same formula, charge and spin is 207.9 kJ/mol. For the energy, the calculation gives -766.14695 Ha. As for the strongest force on any atom: 3.71 eV Å⁻¹. For the gap between HOMO and LUMO (alpha / beta), the calculation gives 7.43 / 5.14 eV. The LUMO energy (alpha / beta) is -0.0853 / -0.1429 Eh.

Löwdin population analysis, charges in e, atoms 1 to 6: -0.255, -0.471, -0.242, 0.169, 0.527, 0.123

Entry from the Open Molecules 2025 dataset: a 7-piece molecular cluster, C44H39NO26 overall (the ωB97M-V functional and the def2-TZVPD basis).

```
! RIJCOSX wB97M-V def2-TZVPD def2/J DEFGRID3
* xyz 0 1
C 3.883 -2.108 -1.197
C 4.722 -3.371 -1.504
C 3.802 -4.475 -2.006
C 2.990 -5.089 -0.859
N 1.687 -5.600 -1.258
C 0.601 -4.645 -1.227
C 0.300 -3.844 0.042
O -0.316 -2.626 -0.474
C 0.038 -2.377 -1.724
O 0.036 -1.323 -2.205
C 0.378 -3.692 -2.411
H 3.822 -1.520 -2.101
H 2.871 -2.383 -0.926
H 4.311 -1.526 -0.393
H 5.394 -3.123 -2.306
H 5.296 -3.687 -0.641
H 4.451 -5.241 -2.416
H 3.163 -4.118 -2.803
H 2.962 -4.373 -0.036
H 3.560 -5.933 -0.492
H 1.446 -6.451 -0.777
H -0.268 -5.295 -1.303
H 1.144 -3.439 0.578
H -0.428 -4.309 0.676
H -0.582 -3.978 -2.817
H 1.108 -3.685 -3.197
C 0.326 3.587 -2.609
C 0.235 2.386 -2.020
C 1.115 2.020 -0.856
O 0.981 0.930 -0.339
C 2.095 3.002 -0.402
C 2.179 4.197 -0.994
C 1.285 4.573 -2.135
O 1.392 5.684 -2.623
O 3.052 5.132 -0.613
O -0.633 1.469 -2.425
H -0.302 3.868 -3.442
H 2.731 2.721 0.426
H 2.899 5.895 -1.204
H -0.517 0.687 -1.845
C -2.710 6.424 -2.089
C -2.561 5.563 -1.074
C -3.735 4.869 -0.445
O -3.527 4.085 0.462
C -5.066 5.175 -0.953
C -5.215 6.038 -1.965
C -4.039 6.712 -2.610
O -4.247 7.472 -3.537
O -6.404 6.355 -2.466
O -1.375 5.264 -0.559
H -1.870 6.926 -2.549
H -5.906 4.683 -0.483
H -6.231 6.994 -3.186
H -1.545 4.616 0.156
C 0.591 5.769 4.846
C 0.437 5.570 3.530
C 0.172 4.204 2.970
O 0.014 4.088 1.768
C 0.114 3.077 3.885
C 0.267 3.276 5.199
C 0.504 4.644 5.769
O 0.618 4.755 6.975
O 0.219 2.282 6.084
O 0.504 6.558 2.643
H 0.779 6.747 5.265
H -0.059 2.100 3.459
H 0.356 2.694 6.960
H 0.358 6.150 1.766
C -5.180 0.298 3.686
C -3.892 0.623 3.856
C -2.859 0.319 2.812
O -1.710 0.657 3.020
C -3.283 -0.370 1.602
C -4.568 -0.698 1.433
C -5.607 -0.371 2.465
O -6.762 -0.686 2.242
O -5.008 -1.335 0.351
O -3.444 1.231 4.950
H -5.934 0.513 4.430
H -2.523 -0.599 0.866
H -5.970 -1.454 0.479
H -2.482 1.351 4.821
C -3.938 -3.638 5.425
C -4.001 -3.646 4.088
C -4.914 -4.574 3.343
O -4.933 -4.511 2.128
C -5.728 -5.503 4.114
C -5.664 -5.499 5.452
C -4.770 -4.552 6.197
O -4.773 -4.590 7.413
O -6.382 -6.325 6.205
O -3.267 -2.834 3.331
H -3.286 -2.971 5.971
H -6.371 -6.178 3.567
H -6.152 -6.114 7.132
H -3.507 -3.043 2.405
C 7.956 -2.411 -7.562
C 8.121 -1.116 -7.264
C 7.558 -0.516 -6.008
O 7.761 0.662 -5.789
C 6.793 -1.379 -5.117
C 6.626 -2.672 -5.418
C 7.210 -3.277 -6.660
O 7.033 -4.464 -6.861
O 5.936 -3.504 -4.643
O 8.790 -0.280 -8.049
H 8.358 -2.853 -8.462
H 6.378 -0.933 -4.223
H 5.970 -4.375 -5.087
H 8.763 0.590 -7.604
*
```

The calculation puts the HOMO energy at -9.17 eV. For the energy, the calculation gives -3711.03601 Ha. As for the strongest force on any atom: 4.18 eV Å⁻¹. For the gap between HOMO and LUMO, the calculation gives 7.52 eV. Its structure (SMILES) is CCCCN[C@H]1COC(=O)C1.O=C1C=C(O)C(=O)C=C1O.O=C1C=C(O)C(=O)C=C1O.O=C1C=C(O)C(=O)C=C1O.O=C1C=C(O)C(=O)C=C1O.O=C1C=C(O)C(=O)C=C1O.O=C1C=C(O)C(=O)C=C1O. The LUMO energy is -0.0606 Eh.

Löwdin population analysis, charges in e, atoms 1 to 6: -0.075, -0.243, -0.200, -0.221, -0.013, -0.310

Entry from the Open Molecules 2025 dataset: C25H32BGdO4 as an isolated structure (the ωB97M-V functional and the def2-TZVPD basis).

```
! RIJCOSX wB97M-V def2-TZVPD def2/J DEFGRID3
* xyz 0 8
O -0.204 -0.896 0.431
C -1.605 -0.853 0.027
C -1.748 -2.351 0.260
H -1.692 -0.512 -0.999
H -2.179 -0.193 0.669
C -0.230 -2.384 0.497
H -2.098 -2.935 -0.586
H -2.328 -2.609 1.142
C 0.547 -2.969 -0.658
H 0.340 -2.425 -1.576
H 0.257 -4.009 -0.805
H 1.618 -2.942 -0.478
C 0.232 -2.896 1.834
H -0.416 -2.556 2.637
H 1.244 -2.561 2.049
H 0.228 -3.985 1.830
Gd 1.025 0.818 1.151
C 1.421 1.625 3.329
C 0.476 2.479 2.725
C -0.716 1.739 2.554
H 0.628 3.505 2.436
C -0.496 0.441 3.031
C 0.832 0.351 3.491
H 1.306 -0.521 3.909
H 2.421 1.899 3.613
H -1.608 2.099 2.076
H -1.208 -0.366 2.998
C 3.226 1.734 0.814
C 3.366 0.478 1.450
C 2.888 -0.512 0.577
H 3.759 0.305 2.436
C 2.452 0.134 -0.606
C 2.680 1.515 -0.458
H 2.395 2.274 -1.163
H 3.471 2.693 1.238
H 2.887 -1.570 0.771
H 1.978 -0.330 -1.452
O -4.078 -3.554 -2.470
C -4.033 -4.882 -1.936
C -5.060 -5.692 -2.711
H -4.281 -4.853 -0.869
H -3.017 -5.265 -2.036
C -6.106 -4.633 -3.037
H -5.454 -6.529 -2.139
H -4.621 -6.086 -3.628
C -5.237 -3.413 -3.301
H -6.752 -4.462 -2.175
H -6.735 -4.892 -3.885
H -5.731 -2.472 -3.057
H -4.928 -3.371 -4.351
O 1.416 4.246 -1.146
B 1.097 3.734 0.194
O 1.895 4.539 1.113
C 2.629 5.360 0.391
C 3.583 6.245 0.887
C 4.318 7.001 -0.032
C 4.073 6.848 -1.410
C 3.089 5.944 -1.880
C 2.367 5.199 -0.937
H 3.767 6.333 1.952
H 5.079 7.688 0.322
H 4.659 7.430 -2.117
H 2.913 5.822 -2.939
*
```

The calculation puts the HOMO energy (alpha / beta) at -7.13 / -6.64 eV. For the energy, the calculation gives -2063.16966 Ha. As for the strongest force on any atom: 5.05 eV Å⁻¹. For the gap between HOMO and LUMO (alpha / beta), the calculation gives 7.43 / 6.11 eV. The LUMO energy (alpha / beta) is 0.0111 / -0.0193 Eh. The expectation value of S² is 16.09.

Löwdin population analysis, charges in e, atoms 1 to 6: -0.271, -0.102, -0.048, 0.130, 0.116, -0.505

Entry from the Open Molecules 2025 dataset: a 2-piece molecular cluster, C4H4ClFOS overall (the ωB97M-V functional and the def2-TZVPD basis).

```
! RIJCOSX wB97M-V def2-TZVPD def2/J DEFGRID3
* xyz 0 1
C 0.415 0.779 -0.515
C -0.650 0.552 0.709
C -0.867 -0.780 0.182
C 0.446 -0.741 -0.529
H 2.469 0.099 -0.117
H -0.207 1.200 -1.387
H -0.185 0.422 1.766
H -1.471 1.200 0.839
O 1.681 1.375 -0.158
F -1.264 -1.760 1.070
S 1.658 -1.879 -0.641
Cl -2.024 -0.469 -1.218
*
```

The calculation puts the HOMO energy at -10.15 eV. The value obtained for the energy above the lowest of the compared OMol25 structures with the same formula, charge and spin is 451.3 kJ/mol. For the energy, the calculation gives -1188.13525 Ha. As for the strongest force on any atom: 4.93 eV Å⁻¹. For the gap between HOMO and LUMO, the calculation gives 8.61 eV. The LUMO energy is -0.0567 Eh.

Löwdin population analysis, charges in e, atoms 1 to 6: -0.391, -0.122, -0.807, -0.701, 0.241, 0.142

Entry from the Open Molecules 2025 dataset: an isolated ion of composition NO6P and charge -2 (the ωB97M-V functional and the def2-TZVPD basis).

```
! RIJCOSX wB97M-V def2-TZVPD def2/J DEFGRID3
* xyz -2 1
N -1.235 -0.028 -0.217
O -0.329 0.673 -0.741
O 2.220 1.074 -0.301
O -1.246 -1.217 -0.285
O -2.184 0.689 0.193
O 1.512 -1.314 -0.405
O 0.838 0.113 1.611
P 1.324 0.013 0.179
*
```

The calculation puts the HOMO energy at 0.08 eV. The value obtained for the energy above the lowest of the compared OMol25 structures with the same formula, charge and spin is 40.5 kJ/mol. For the energy, the calculation gives -847.53237 Ha. As for the strongest force on any atom: 4.21 eV Å⁻¹. For the gap between HOMO and LUMO, the calculation gives 7.02 eV. Its structure (SMILES) is O=[N+]([O-])OP(=O)([O-])[O-]. The LUMO energy is 0.2611 Eh.

Löwdin population analysis, charges in e, atoms 1 to 6: -0.612, -0.117, -0.430, 0.020, -0.074, -0.404

Entry from the Open Molecules 2025 dataset: a 2-piece molecular cluster, C8H18N3 overall (the ωB97M-V functional and the def2-TZVPD basis).

```
! RIJCOSX wB97M-V def2-TZVPD def2/J DEFGRID3
* xyz 1 1
C -2.528 -0.858 -0.144
C -1.142 -2.417 0.932
C -2.001 0.361 -0.017
C -0.580 0.446 0.347
C -2.949 1.564 -0.161
C -0.047 1.335 1.394
C 0.074 -0.572 -1.779
C 3.524 0.389 -0.435
N -1.864 -1.987 -0.036
N 0.325 -0.056 -0.459
N 2.869 -0.589 0.428
H -3.641 -0.904 -0.431
H -0.464 -3.188 0.613
H -1.153 -1.864 1.891
H -2.356 2.425 0.054
H -3.772 1.550 0.471
H -3.467 1.735 -1.061
H 1.075 0.988 1.538
H -0.642 1.260 2.387
H -0.110 2.404 1.189
H 1.006 -1.061 -1.979
H -0.720 -1.213 -1.901
H -0.004 0.175 -2.600
H 3.408 1.416 0.075
H 4.622 0.235 -0.531
H 3.105 0.588 -1.351
H 1.286 -0.236 -0.070
H 2.978 -0.389 1.397
H 3.168 -1.537 0.239
*
```

The calculation puts the HOMO energy (alpha / beta) at -12.50 / -12.50 eV. The value obtained for the energy above the lowest of the compared OMol25 structures with the same formula, charge and spin is 181.7 kJ/mol. For the energy, the calculation gives -479.55814 Ha. As for the strongest force on any atom: 4.65 eV Å⁻¹. For the gap between HOMO and LUMO (alpha / beta), the calculation gives 8.71 / 8.70 eV. The LUMO energy (alpha / beta) is -0.1396 / -0.1396 Eh.

Löwdin population analysis, charges in e, atoms 1 to 6: -0.148, 0.062, -0.185, -0.242, -0.008, 0.007

Entry from the Open Molecules 2025 dataset: C3H6N2O as an isolated structure (the ωB97M-V functional and the def2-TZVPD basis).

```
! RIJCOSX wB97M-V def2-TZVPD def2/J DEFGRID3
* xyz 0 1
C 1.877 -0.309 0.153
C 0.522 -0.885 -0.317
C -2.497 0.506 -0.005
H 0.966 1.437 -0.023
H 1.894 -0.319 1.509
H 2.911 -1.015 -0.332
H 0.209 -1.950 -0.334
H -2.137 1.518 0.440
H -3.610 0.352 -0.178
N -0.366 0.088 -0.218
N -1.621 -0.483 -0.281
O 1.852 1.060 -0.414
*
```

The calculation puts the HOMO energy at -9.71 eV. The value obtained for the energy above the lowest of the compared OMol25 structures with the same formula, charge and spin is 533.2 kJ/mol. For the energy, the calculation gives -302.49003 Ha. As for the strongest force on any atom: 5.94 eV Å⁻¹. For the gap between HOMO and LUMO, the calculation gives 9.66 eV. The LUMO energy is -0.0020 Eh.

Löwdin population analysis, charges in e, atoms 1 to 6: -0.251, -0.117, -0.017, 0.104, 0.180, 0.177